Model A:
10
Properties=species:S:1:pos:R:3:lowdin_charge:R:1 method="wB97M-V/def2-TZVPD" lumo_ev=0.56 smiles="C=C=N.C=O" orbital_gap_ev=9.8 mol_weight_da=71.1 homo_energy_ev=-9.22
C -1.719 -0.562 0.145 -0.01
C -0.579 -0.995 0.613 -0.29
N 0.500 -1.391 1.049 0.14
H -2.047 -0.864 -0.842 0.07
H -2.265 0.204 0.683 0.07
H 1.281 -0.803 0.741 0.04
C 1.215 1.104 -0.598 -0.18
O 0.099 1.389 -0.946 -0.01
H 1.653 1.492 0.343 0.09
H 1.863 0.426 -1.189 0.09


Model B:
10
Properties=species:S:1:pos:R:3:lowdin_charge:R:1 method="wB97M-V/def2-TZVPD" lumo_ev=0.94 smiles="C=CNC=O" orbital_gap_ev=10.0 mol_weight_da=71.1 homo_energy_ev=-9.04
C -1.257 -0.868 -1.002 -0.04
C -0.581 -0.011 -0.315 -0.30
N 0.633 -0.188 0.265 0.01
C 1.256 0.923 0.925 -0.30
O 0.937 2.091 0.824 0.03
H -2.332 -0.519 -1.308 0.08
H -0.860 -1.881 -1.457 0.09
H -0.936 1.006 0.177 0.16
H 1.153 -1.017 0.191 0.11
H 1.986 0.463 1.699 0.15


Model C:
10
Properties=species:S:1:pos:R:3:lowdin_charge:R:1 method="wB97M-V/def2-TZVPD" lumo_ev=0.25 orbital_gap_ev=10.0 mol_weight_da=71.1 homo_energy_ev=-9.78
C 0.715 0.971 -0.181 -0.04
C 0.617 -0.474 -0.379 -0.23
N -0.443 -1.187 -0.433 0.07
C -1.366 -0.786 0.546 -0.34
O -1.233 0.112 1.347 0.01
H 1.578 1.334 0.388 0.10
H -0.185 1.555 -0.008 0.08
H 0.919 0.913 -1.294 0.12
H 1.579 -0.928 -0.626 0.12
H -2.181 -1.510 0.639 0.11


Model D:
10
Properties=species:S:1:pos:R:3:lowdin_charge:R:1 method="wB97M-V/def2-TZVPD" lumo_ev=-0.46 orbital_gap_ev=8.3 mol_weight_da=71.1 homo_energy_ev=-8.73
C 1.356 -0.272 -0.272 -0.07
C -0.071 -0.004 -0.778 -0.09
C -1.113 0.227 0.040 -0.15
N -0.885 0.223 1.434 -0.09
O -1.792 0.390 2.207 -0.01
H 1.563 0.291 0.675 0.09
H 2.069 0.028 -0.998 0.05
H 1.308 -1.342 -0.198 0.07
H -0.275 0.192 -1.764 0.07
H -2.161 0.267 -0.346 0.12


Quick one: least stable of them? model D


Model A:
15
Properties=species:S:1:pos:R:3:lowdin_charge:R:1 method="wB97M-V/def2-TZVPD" lumo_ev=0.60 smiles=NCCCSS orbital_gap_ev=9.3 mol_weight_da=123.2 homo_energy_ev=-8.68
N 1.008 -0.692 -1.931 -0.01
C 1.074 0.259 -0.846 -0.29
C 0.749 -0.396 0.531 -0.30
C -0.711 -0.602 0.778 -0.51
S -1.266 0.554 2.154 0.40
S -1.950 2.243 1.246 0.27
H 0.323 -0.559 -2.655 0.06
H 1.172 -1.663 -1.746 0.06
H 0.395 1.052 -1.178 0.11
H 2.057 0.733 -0.723 0.10
H 1.374 0.143 1.244 0.09
H 1.297 -1.348 0.538 0.10
H -0.973 -1.568 1.220 0.06
H -1.276 -0.471 -0.147 0.08
H -3.273 2.313 1.516 -0.20


Model B:
15
Properties=species:S:1:pos:R:3:lowdin_charge:R:1 method="wB97M-V/def2-TZVPD" lumo_ev=0.60 smiles="C=CN.CSS" orbital_gap_ev=8.9 mol_weight_da=123.2 homo_energy_ev=-8.31
C 0.810 0.906 -1.220 -0.06
C 0.379 -0.201 -1.851 -0.33
N -0.929 -0.694 -1.777 0.04
H 0.031 1.673 -1.158 0.06
H 1.835 1.128 -0.966 0.05
H 1.101 -0.851 -2.351 0.10
H -1.101 -0.931 -0.805 0.03
H -1.079 -1.458 -2.418 0.08
C -0.607 0.717 2.199 -0.47
S -0.817 -1.076 2.028 0.35
S 1.021 -1.690 1.332 0.31
H 0.310 0.861 2.740 0.02
H -1.560 1.064 2.572 0.03
H -0.552 1.254 1.242 0.01
H 1.158 -0.703 0.435 -0.24


Model C:
15
Properties=species:S:1:pos:R:3:lowdin_charge:R:1 method="wB97M-V/def2-TZVPD" lumo_ev=0.69 smiles="C=CN.CSS" orbital_gap_ev=9.3 mol_weight_da=123.2 homo_energy_ev=-8.63
C 1.937 1.243 1.066 -0.02
C 2.191 0.418 0.049 -0.32
N 3.353 -0.354 -0.084 0.03
H 2.684 1.491 1.809 0.05
H 0.919 1.573 1.195 0.03
H 1.437 0.178 -0.686 0.06
H 4.113 0.023 0.474 0.08
H 3.682 -0.413 -1.042 0.08
C -1.274 1.279 -1.038 -0.48
S -2.156 0.146 0.073 0.35
S -1.008 -1.562 -0.027 0.30
H -1.987 2.051 -1.308 0.03
H -0.381 1.659 -0.569 -0.01
H -0.983 0.749 -1.940 0.03
H -0.380 -1.430 1.148 -0.20


Quick one: least stable of them? model B


Model A:
7
Properties=species:S:1:pos:R:3:lowdin_charge:R:1 method="wB97M-V/def2-TZVPD" lumo_ev=-1.09 orbital_gap_ev=8.0 mol_weight_da=131.6 homo_energy_ev=-9.12
N -0.092 -1.204 -0.172 -0.31
O -2.157 -0.060 0.570 -0.50
S 0.224 1.836 -0.089 0.03
S -0.771 -0.116 0.912 0.64
Cl 2.248 2.288 0.169 -0.05
H 0.916 -1.399 -0.146 0.05
H -0.370 -1.346 -1.244 0.14


Model B:
7
Properties=species:S:1:pos:R:3:lowdin_charge:R:1 method="wB97M-V/def2-TZVPD" lumo_ev=-0.58 smiles="O=[S@H](=S)NCl" orbital_gap_ev=9.5 mol_weight_da=131.6 homo_energy_ev=-10.09
O 0.579 -1.641 -0.355 -0.47
S 0.665 -0.283 0.146 0.13
S 1.409 0.183 1.823 0.29
N -0.873 0.279 0.156 -0.65
Cl -1.733 0.142 -1.434 0.53
H 1.282 0.422 -1.147 0.12
H -1.329 0.897 0.811 0.05


Quick one: least stable of them? model B


Model A:
20
Properties=species:S:1:pos:R:3:lowdin_charge:R:1 method="wB97M-V/def2-TZVPD" lumo_ev=-3.01 smiles="C#C[N@@+](C)(C=C)CC" charge=+1 orbital_gap_ev=11.9 mol_weight_da=110.2 homo_energy_ev=-14.88
C -1.156 -2.468 -0.017 0.22
C -0.605 -1.409 -0.107 -0.10
N -0.264 -0.039 -0.220 -0.29
C 0.268 0.317 -1.505 0.00
C -1.518 0.645 -0.058 -0.13
C -2.637 0.213 0.562 0.13
C 0.695 0.419 0.901 -0.13
C 2.178 0.158 0.675 -0.06
H -1.688 -3.372 0.130 0.07
H 1.088 -0.398 -1.891 0.16
H -0.599 0.179 -2.155 0.13
H 0.476 1.354 -1.543 0.11
H -1.438 1.638 -0.427 0.13
H -3.531 0.818 0.662 0.09
H -2.868 -0.789 0.942 0.08
H 0.404 1.456 1.059 0.14
H 0.384 -0.057 1.797 0.13
H 2.241 -0.862 0.147 0.11
H 2.755 0.909 0.183 0.07
H 2.796 0.057 1.658 0.13


Model B:
20
Properties=species:S:1:pos:R:3:lowdin_charge:R:1 method="wB97M-V/def2-TZVPD" lumo_ev=-5.80 charge=+1 orbital_gap_ev=8.6 mol_weight_da=110.2 homo_energy_ev=-14.38
C -1.032 1.798 0.496 -0.10
C 0.285 1.275 0.947 -0.24
C -0.827 -1.262 -2.607 -0.04
C 1.653 -0.706 1.624 0.01
C -0.280 -0.398 -1.560 -0.03
C 0.193 -0.880 -0.370 -0.03
C 0.720 -0.102 0.666 -0.13
N -0.941 1.040 1.704 0.08
H -1.256 -0.697 -3.430 0.09
H -1.563 -1.954 -2.191 0.11
H -0.032 -1.901 -3.012 0.12
H 1.496 -1.778 1.726 0.11
H 2.671 -0.571 1.240 0.13
H 1.624 -0.220 2.598 0.11
H -1.603 1.317 -0.284 0.10
H -0.173 0.656 -1.786 0.13
H 0.235 -1.956 -0.244 0.14
H -1.168 2.873 0.558 0.13
H 1.030 1.969 1.325 0.16
H -1.031 1.499 2.601 0.13


Quick one: least stable of them? model A